Computed, not measured: C3H5NO3 in the gas phase, with ωB97M-V/def2-TZVPD.

Structure (XYZ):
```
12
Properties=species:S:1:pos:R:3:forces:R:3:lowdin_charge:R:1
C 0.555 -0.171 0.892 -0.050 0.777 -0.096 -0.4272
C -0.346 -0.320 -0.258 -0.171 0.166 -1.858 -0.0405
C -0.882 1.157 -0.262 0.364 -1.219 -2.730 -0.1992
N 0.588 0.991 1.424 0.428 -1.032 0.525 0.0887
O -0.396 1.744 0.876 -0.414 2.247 1.029 -0.1001
O 1.725 -0.715 2.693 0.386 -1.320 -0.373 0.0280
O 1.174 -1.188 1.438 0.865 -0.371 0.797 0.0330
H 0.261 -0.617 -1.273 -1.924 0.426 2.621 0.1844
H -1.229 -0.910 0.035 0.766 -0.742 -0.616 0.1242
H -0.405 1.620 -1.158 -0.794 0.195 0.448 0.1260
H -1.986 1.206 -0.263 0.604 0.146 -0.228 0.1301
H 1.257 0.134 2.746 -0.060 0.727 0.479 0.0525
```
Forces are in eV/Å.

The total charge is 0. As for the energy: -397.5977 Eh. The HOMO energy is -9.184 eV. As for the energy above the lowest of the compared OMol25 structures with the same formula, charge and spin: 6.504 eV.


Computed, not measured: a molecular structure, C17H22ClN2O6PdS2, with ωB97M-V/def2-TZVPD.

Structure (XYZ):
```
51
Properties=species:S:1:pos:R:3:forces:R:3:lowdin_charge:R:1
Pd 0.756 -0.105 -1.375 -0.039 -0.009 -0.012 1.1092
O -0.463 3.266 3.252 0.014 -0.024 0.079 0.1413
C -0.344 2.017 3.670 0.011 0.024 -0.002 -0.4979
O -0.501 1.696 4.815 -0.025 -0.010 -0.002 0.1057
C -0.018 0.980 2.635 -0.018 -0.007 -0.014 -0.0256
C -0.003 -0.389 2.877 -0.099 0.003 -0.006 -0.5622
Cl -0.363 -1.256 4.278 0.026 -0.007 -0.015 0.8701
N 0.306 -1.023 1.723 0.071 0.001 0.018 -0.0496
N 0.501 -0.123 0.753 0.035 0.044 -0.069 0.0293
C 0.305 1.080 1.270 0.047 0.029 0.019 -0.1361
C 0.455 2.247 0.329 0.015 -0.061 0.071 -0.5612
O 0.187 3.377 0.712 0.034 0.027 -0.059 0.0895
O 0.852 1.953 -0.861 -0.081 0.059 0.012 -0.1308
C 0.480 -2.416 1.438 -0.028 -0.041 -0.012 -0.2101
C -0.204 -2.956 0.359 -0.041 0.016 -0.003 -0.0267
C -0.004 -4.289 0.035 0.001 -0.012 0.001 -0.0582
C 0.857 -5.067 0.796 -0.005 0.014 -0.002 -0.0593
C 1.527 -4.512 1.877 0.004 -0.005 0.008 -0.0516
C 1.350 -3.176 2.201 0.025 0.002 -0.010 -0.0246
H -0.232 3.379 2.295 -0.010 0.013 -0.032 0.0597
H -0.899 -2.346 -0.207 0.015 0.003 0.007 0.0932
H -0.533 -4.722 -0.803 -0.001 -0.002 0.001 0.1135
H 1.004 -6.109 0.547 0.001 -0.001 0.000 0.1140
H 2.199 -5.119 2.469 0.000 -0.003 -0.003 0.1158
H 1.882 -2.732 3.032 -0.008 0.010 0.003 0.1136
C 4.005 2.089 -1.779 -0.003 0.006 -0.003 -0.2280
S 3.728 0.670 -0.737 -0.020 0.003 0.006 0.8997
C 5.328 -0.102 -0.849 0.004 0.005 0.005 -0.2329
O 2.849 -0.275 -1.574 0.033 -0.020 0.006 -0.6360
H 4.385 1.760 -2.744 -0.003 -0.004 0.001 0.0730
H 4.713 2.749 -1.279 0.007 -0.005 -0.002 0.0744
H 3.044 2.589 -1.880 0.005 0.011 0.010 0.0478
H 5.593 -0.236 -1.896 -0.007 -0.007 -0.002 0.0716
H 5.254 -1.064 -0.346 0.011 0.003 0.008 0.0642
H 6.052 0.530 -0.335 0.001 0.004 -0.008 0.0716
C -3.370 2.939 -0.280 -0.029 -0.018 0.011 -0.1059
C -2.579 2.192 -1.344 -0.013 0.025 -0.022 -0.3663
S -2.370 0.464 -0.888 0.048 0.136 0.031 0.9737
O -1.315 -0.087 -1.863 0.007 -0.192 -0.054 -0.6260
C -3.911 -0.261 -1.469 -0.005 0.011 0.009 -0.3693
C -4.112 -0.204 -2.974 0.001 0.005 -0.001 -0.1115
H -3.437 3.990 -0.558 0.003 0.002 0.000 0.0924
H -2.881 2.882 0.692 0.007 0.006 -0.009 0.0742
H -4.387 2.558 -0.181 -0.001 0.008 -0.007 0.0746
H -1.557 2.566 -1.428 -0.003 -0.012 0.040 0.0794
H -3.035 2.236 -2.332 0.006 -0.012 -0.004 0.0921
H -4.693 0.258 -0.910 -0.003 -0.015 0.001 0.0959
H -3.877 -1.288 -1.103 0.013 -0.001 -0.002 0.0913
H -4.356 0.798 -3.319 0.007 0.003 0.001 0.0747
H -4.942 -0.856 -3.242 -0.007 0.006 0.001 0.0884
H -3.223 -0.552 -3.498 -0.005 -0.009 0.001 0.0757
```
Forces are in eV/Å.

The total charge is +1. As for the energy: -2606.1508 Eh. The HOMO energy (alpha / beta) is -12.457 / -12.460 eV. The spin multiplicity is 3. As for the energy above the lowest of the compared OMol25 structures with the same formula, charge and spin: 0.000 eV.


Computed, not measured: C11H21N3O4 in the gas phase, with ωB97M-V/def2-TZVPD.

Structure (XYZ):
```
39
Properties=species:S:1:pos:R:3:forces:R:3:lowdin_charge:R:1
C 1.171 -0.520 0.085 -0.536 0.913 -0.479 -0.3153
C -0.151 -0.098 -0.623 -0.542 -0.220 0.479 -0.4257
C 2.262 0.304 -0.628 -0.464 0.178 1.557 -0.1586
C 3.605 0.124 0.001 0.457 -0.306 0.434 -0.4716
C 3.723 0.756 1.405 -1.110 1.273 -0.728 -0.0576
C 4.630 0.773 -0.852 1.325 -0.346 -0.198 -0.0993
C -2.370 0.935 -0.249 -0.394 0.185 0.390 -0.2113
C -2.758 2.434 -0.185 -0.171 -2.097 0.136 -0.4773
C -3.339 0.091 0.712 0.132 1.548 -1.025 -0.1161
C -2.798 -1.211 1.229 1.062 -0.783 -1.305 -0.1060
C -2.485 -2.267 0.169 1.641 -0.497 -0.691 -0.5127
H 0.839 -2.494 0.161 -0.996 -0.907 0.271 0.0358
H 1.865 -2.086 -1.027 -0.339 0.207 0.812 0.1080
H 0.967 -0.309 1.166 0.741 0.099 -0.708 0.1435
H 2.351 -0.031 -1.642 -0.403 -0.245 -0.746 0.1224
H 2.011 1.357 -0.639 -0.169 0.469 -0.071 0.1247
H 3.813 -0.936 -0.034 0.040 -0.398 0.729 0.1238
H 4.768 0.675 1.781 -1.050 -0.042 0.174 0.0840
H 2.898 0.417 2.059 0.940 -0.319 0.143 0.0657
H 3.439 1.868 1.273 0.826 -1.352 0.160 0.1067
H 4.270 1.713 -1.114 -0.358 2.217 -0.273 0.0575
H 5.532 0.870 -0.266 0.507 0.246 -0.102 0.0757
H 4.903 0.351 -1.811 -0.188 -0.797 -0.093 0.0849
H -0.615 1.395 0.813 -0.355 -0.832 -0.732 0.1627
H -2.568 0.607 -1.280 0.359 0.006 0.335 0.1544
H -3.595 0.671 1.593 -0.038 0.374 0.083 0.1183
H -4.248 0.051 0.098 -0.065 -0.479 0.468 0.1095
H -3.543 -1.709 1.792 -0.819 -0.203 1.138 0.1119
H -1.894 -1.070 1.818 -0.110 0.024 0.062 0.1250
H -4.285 -1.925 -0.634 -0.701 0.353 0.009 0.0808
H -3.401 -3.044 -1.487 0.495 -0.598 -0.593 0.1066
H -4.069 3.521 -0.965 -0.292 -0.995 0.313 0.1509
N 1.593 -1.891 -0.046 0.407 0.198 -0.975 0.0757
N -0.989 0.792 0.059 1.448 0.077 0.916 0.0909
N -3.533 -2.571 -0.629 -0.535 0.390 0.412 0.1833
O -0.492 -0.544 -1.692 -0.005 -0.261 -0.410 0.0781
O -2.147 3.298 0.374 -0.215 0.198 -0.368 0.1317
O -1.407 -2.844 0.026 -0.869 0.657 0.731 0.0398
O -3.951 2.546 -0.812 0.344 2.064 -0.255 0.0992
```
Forces are in eV/Å.

The total charge is 0. As for the energy: -897.0144 Eh. The HOMO energy is -8.908 eV. As for the energy above the lowest of the compared OMol25 structures with the same formula, charge and spin: 1.219 eV.


Computed, not measured: a molecular structure, C12H13BrNiO2Se2SiTe2, with ωB97M-V/def2-TZVPD.

Structure (XYZ):
```
34
Properties=species:S:1:pos:R:3:forces:R:3:lowdin_charge:R:1
Ni 0.178 0.212 0.000 0.048 -2.210 -0.002 -0.3014
Se 2.504 -0.016 0.000 0.273 -0.343 0.000 -0.0114
Te 3.840 2.076 0.000 -0.150 1.202 0.000 -0.0347
Te 1.855 4.129 0.000 0.698 -1.108 0.000 -0.0545
Se 0.010 2.360 0.000 -1.215 2.182 0.002 -0.0763
C -5.566 -0.510 -1.701 0.371 0.167 0.504 -0.2073
Si -4.826 0.015 -0.008 -0.180 0.207 -0.007 0.4497
C -5.565 -1.219 1.267 0.412 0.367 -0.368 -0.2053
C -5.601 1.719 0.404 0.273 -0.537 -0.131 -0.2065
C -3.003 0.137 -0.005 -0.938 -0.282 0.004 -0.2364
C -1.779 0.202 -0.002 0.508 0.115 -0.005 -0.2542
H -6.655 -0.507 -1.688 -0.160 0.034 0.133 0.0086
H -5.239 -1.507 -1.981 0.112 -0.186 -0.016 0.0120
H -5.241 0.170 -2.483 0.105 0.145 -0.131 0.0138
H -6.654 -1.209 1.251 -0.154 0.096 -0.108 0.0093
H -5.247 -0.969 2.275 0.105 0.072 0.178 0.0132
H -5.241 -2.237 1.067 0.112 -0.173 -0.070 0.0096
H -6.690 1.708 0.397 -0.180 -0.121 -0.028 0.0079
H -5.267 2.461 -0.315 0.107 0.130 -0.151 0.0163
H -5.274 2.052 1.384 0.106 0.043 0.193 0.0154
Br 1.769 -8.056 0.001 -0.092 0.121 0.000 0.6389
C 0.602 -6.526 0.000 -0.109 -0.426 0.001 -0.6717
C -0.767 -6.747 0.000 0.089 -0.032 0.000 -0.1609
C -1.611 -5.645 0.000 -0.113 -0.281 0.000 -0.0939
C -1.095 -4.366 0.000 0.336 0.203 0.000 -0.0166
C 0.284 -4.171 0.000 -0.203 0.133 -0.001 -0.0978
C 1.144 -5.264 0.000 0.000 0.225 0.000 -0.0745
C 0.889 -2.761 0.000 1.103 -0.672 0.002 -0.6560
O 2.123 -2.693 0.001 -0.222 -0.353 0.000 -0.1199
O 0.055 -1.836 -0.001 -1.003 1.181 0.001 -0.1188
H -1.162 -7.752 -0.001 0.002 -0.058 0.000 0.0835
H -2.683 -5.800 -0.001 -0.040 -0.014 0.001 0.0954
H -1.740 -3.500 0.000 0.001 0.162 0.000 0.1143
H 2.209 -5.079 0.001 0.000 0.012 0.000 0.1099
```
Forces are in eV/Å.

The total charge is -2. As for the energy: -10326.3726 Eh. The HOMO energy is -0.469 eV. As for the energy above the lowest of the compared OMol25 structures with the same formula, charge and spin: 0.000 eV.


Question: Among the records above, which one has the highest total charge?
Answer: C17H22ClN2O6PdS2


Copy entry 4 word for word.
Computed, not measured: a molecular structure, C12H13BrNiO2Se2SiTe2, with ωB97M-V/def2-TZVPD.

Structure (XYZ):
```
34
Properties=species:S:1:pos:R:3:forces:R:3:lowdin_charge:R:1
Ni 0.178 0.212 0.000 0.048 -2.210 -0.002 -0.3014
Se 2.504 -0.016 0.000 0.273 -0.343 0.000 -0.0114
Te 3.840 2.076 0.000 -0.150 1.202 0.000 -0.0347
Te 1.855 4.129 0.000 0.698 -1.108 0.000 -0.0545
Se 0.010 2.360 0.000 -1.215 2.182 0.002 -0.0763
C -5.566 -0.510 -1.701 0.371 0.167 0.504 -0.2073
Si -4.826 0.015 -0.008 -0.180 0.207 -0.007 0.4497
C -5.565 -1.219 1.267 0.412 0.367 -0.368 -0.2053
C -5.601 1.719 0.404 0.273 -0.537 -0.131 -0.2065
C -3.003 0.137 -0.005 -0.938 -0.282 0.004 -0.2364
C -1.779 0.202 -0.002 0.508 0.115 -0.005 -0.2542
H -6.655 -0.507 -1.688 -0.160 0.034 0.133 0.0086
H -5.239 -1.507 -1.981 0.112 -0.186 -0.016 0.0120
H -5.241 0.170 -2.483 0.105 0.145 -0.131 0.0138
H -6.654 -1.209 1.251 -0.154 0.096 -0.108 0.0093
H -5.247 -0.969 2.275 0.105 0.072 0.178 0.0132
H -5.241 -2.237 1.067 0.112 -0.173 -0.070 0.0096
H -6.690 1.708 0.397 -0.180 -0.121 -0.028 0.0079
H -5.267 2.461 -0.315 0.107 0.130 -0.151 0.0163
H -5.274 2.052 1.384 0.106 0.043 0.193 0.0154
Br 1.769 -8.056 0.001 -0.092 0.121 0.000 0.6389
C 0.602 -6.526 0.000 -0.109 -0.426 0.001 -0.6717
C -0.767 -6.747 0.000 0.089 -0.032 0.000 -0.1609
C -1.611 -5.645 0.000 -0.113 -0.281 0.000 -0.0939
C -1.095 -4.366 0.000 0.336 0.203 0.000 -0.0166
C 0.284 -4.171 0.000 -0.203 0.133 -0.001 -0.0978
C 1.144 -5.264 0.000 0.000 0.225 0.000 -0.0745
C 0.889 -2.761 0.000 1.103 -0.672 0.002 -0.6560
O 2.123 -2.693 0.001 -0.222 -0.353 0.000 -0.1199
O 0.055 -1.836 -0.001 -1.003 1.181 0.001 -0.1188
H -1.162 -7.752 -0.001 0.002 -0.058 0.000 0.0835
H -2.683 -5.800 -0.001 -0.040 -0.014 0.001 0.0954
H -1.740 -3.500 0.000 0.001 0.162 0.000 0.1143
H 2.209 -5.079 0.001 0.000 0.012 0.000 0.1099
```
Forces are in eV/Å.

The total charge is -2. As for the energy: -10326.3726 Eh. The HOMO energy is -0.469 eV. As for the energy above the lowest of the compared OMol25 structures with the same formula, charge and spin: 0.000 eV.


Question: Among the records above, which one has the lowest total charge?
Answer: C12H13BrNiO2Se2SiTe2